[1]
The following is a DFT calculation (the ωB97M-V functional and the def2-TZVPD basis) of 2 unconnected molecules or ions with the total composition C3H11N2S at a distorted geometry.

XYZ file:
```
17
Properties=species:S:1:pos:R:3:forces:R:3:nbo_charge:R:1
C 1.73908 0.48373 -0.55719 -0.1 0.3 -1.3 -0.2132
C 1.56719 -0.86708 0.14182 -0.2 0.5 0.6 -0.2657
N 2.59818 -1.87459 -0.21113 -1.8 -1.1 -0.9 -0.8561
N 1.18867 1.53985 0.25713 -1.0 1.5 1.2 -0.9109
H 2.80416 0.75110 -0.77242 -0.7 -0.5 0.2 0.1671
H 1.18939 0.34082 -1.53460 0.7 0.5 0.5 0.1615
H 1.62384 -0.63954 1.20932 -0.1 -0.1 0.1 0.1684
H 0.49866 -1.13826 -0.05280 1.0 -0.4 0.1 0.2441
H 2.14266 -2.82244 -0.24174 0.9 1.3 0.2 0.3499
H 3.29973 -1.88160 0.50119 0.3 -0.2 0.3 0.3438
H 0.15114 1.55263 0.43282 1.2 -0.5 -0.6 0.4139
H 1.46001 2.52244 0.09898 0.1 -1.2 -0.4 0.3469
C -3.45459 0.21161 -0.10322 -1.6 -0.5 0.3 -0.7467
S -1.69766 0.25699 0.22860 0.3 -0.1 0.2 -0.7070
H -3.70334 0.63256 -1.09731 0.0 -0.3 0.3 0.1705
H -3.84893 -0.86430 -0.04703 0.4 1.4 -0.2 0.1681
H -4.07289 0.80834 0.63549 0.6 -0.6 -0.6 0.1652
```
Forces are in eV/Å.

The value obtained for the energy relative to the best compared isomer or geometry (same formula, charge and spin) is 15.6 kcal per mole. The HOMO energy is -2.479 eV. Its charge is -1.



[2]
The following is a DFT calculation (the ωB97M-V functional and the def2-TZVPD basis) of 2 unconnected molecules or ions with the total composition C3H11N2S.

XYZ file:
```
17
Properties=species:S:1:pos:R:3:forces:R:3:mulliken_spin:R:1
N 1.51248 0.42544 0.48384 0.1 0.0 0.3 0.0034
C 0.40019 0.62399 1.42600 0.4 -0.4 -0.5 -0.0059
C -0.16215 -0.74282 1.81523 0.0 0.7 0.1 0.0088
N -1.22250 -0.57050 2.80923 -0.1 -0.1 0.0 -0.0003
H 2.11227 1.24004 0.48490 0.0 0.0 -0.2 -0.0005
H 1.14218 0.27974 -0.45450 0.2 0.2 0.4 -0.0048
H -0.41759 1.19581 0.97410 0.0 0.2 0.2 0.0018
H 0.78176 1.15991 2.29493 -0.1 0.0 0.1 0.0004
H -0.54282 -1.16480 0.88436 -0.2 -0.3 0.1 -0.0021
H 0.64981 -1.37632 2.17485 0.0 -0.1 -0.1 -0.0004
H -2.03723 -1.13868 2.63366 0.0 -0.1 -0.1 0.0000
H -0.89419 -0.80119 3.73624 0.0 0.0 0.0 0.0003
C 0.54572 0.20403 -3.14297 -0.2 0.1 0.0 -0.0574
S -0.70116 0.02716 -1.86038 0.0 -0.1 -0.3 0.9808
H 0.04818 0.20415 -4.10903 0.1 0.0 -0.1 0.0146
H 1.14305 1.10629 -3.01927 -0.1 0.0 0.1 0.0116
H 1.23623 -0.64158 -3.10025 -0.1 -0.1 0.1 0.0496
```
Forces are in eV/Å.

The value obtained for the energy relative to the best compared isomer or geometry (same formula, charge and spin) is 0.0 kcal per mole. The HOMO energy (spin up / spin down) is -8.836 / -8.790 eV. Its spin multiplicity is 2.



[3]
The following is a DFT calculation (the ωB97M-V functional and the def2-TZVPD basis) of a molecular structure, C3H11N2S at a distorted geometry.

XYZ file:
```
17
Properties=species:S:1:pos:R:3:forces:R:3:nbo_charge:R:1
C -2.44314 -0.78705 1.05799 -2.6 -0.5 -1.6 -0.5989
C -1.08898 -1.20898 0.90615 1.3 -2.5 -0.4 -0.4999
C -0.17081 -0.15907 0.69043 0.6 0.7 -1.3 0.2751
N 1.64129 1.51273 -1.26649 1.5 3.1 -2.9 -0.9997
N 0.91717 -0.27562 0.06328 0.5 0.2 0.5 -0.6819
S 3.12447 2.17753 -1.59744 -0.5 -1.3 -1.9 0.6862
H -2.34720 -0.20671 1.91919 -1.2 1.7 1.2 0.2146
H -3.13003 -1.61050 1.23490 0.1 -0.1 0.3 0.2401
H -2.81067 -0.33605 0.11729 0.0 0.5 0.8 0.2140
H -0.78155 -1.66652 1.80936 0.5 -0.8 1.3 0.2511
H -0.87260 -1.92120 0.15201 -0.2 -1.1 -0.8 0.2195
H -0.59113 0.80722 0.93871 0.9 0.7 0.5 0.1868
H 0.86926 1.69851 -1.93446 1.1 0.1 0.4 0.4224
H 3.67315 1.90531 -0.43727 0.5 -0.2 0.8 0.1497
H 1.20371 -1.08109 -0.47068 -0.6 -1.2 0.8 0.3810
H 1.53346 0.67933 -0.63030 -0.3 -0.6 1.1 0.4006
H 4.05338 1.23651 -2.36203 -1.7 1.3 1.3 0.1394
```
Forces are in eV/Å.

The value obtained for the energy relative to the best compared isomer or geometry (same formula, charge and spin) is 96.5 kcal per mole. The HOMO energy is -13.928 eV. Its charge is +1.



[4]
The following is a DFT calculation (the ωB97M-V functional and the def2-TZVPD basis) of 2 unconnected molecules or ions with the total composition C3H11N2S at a distorted geometry.

XYZ file:
```
17
Properties=species:S:1:pos:R:3:forces:R:3:nbo_charge:R:1
C 1.50979 -0.18515 -1.16497 -0.3 -1.4 0.3 -0.4308
C 1.08500 1.30322 0.72314 -3.4 0.2 0.1 -0.4296
C -1.68524 -0.54411 0.20318 3.3 0.3 2.3 -0.0362
N -2.15096 -1.71002 0.50123 -3.5 -1.7 -1.9 -0.6901
N 1.18142 -0.07078 0.28279 -0.1 -0.6 -1.0 -0.6666
S -2.55653 0.68796 -0.49427 -0.4 0.4 -0.7 0.2617
H 1.36875 -1.19956 -1.60949 0.3 0.3 1.0 0.2132
H 0.81050 0.37406 -1.80081 0.5 0.6 0.5 0.2002
H 2.54600 0.07854 -1.22953 0.5 0.5 -1.0 0.2103
H 0.82997 2.10180 -0.01975 0.0 -1.2 0.0 0.2095
H 0.24743 1.25144 1.47560 0.8 0.9 -0.3 0.1774
H 1.91395 1.67795 1.18101 2.5 0.8 1.5 0.2145
H -0.55979 -0.22347 0.48395 -1.5 -1.5 -0.4 0.3144
H -1.85934 -2.55944 1.06433 0.4 2.0 -1.0 0.4750
H -3.07299 -1.85649 -0.05538 1.7 -0.4 1.8 0.4145
H 1.84133 -0.56137 0.91194 -0.5 0.2 -1.0 0.3955
H -1.44929 1.43541 -0.45295 -0.2 0.5 -0.3 0.1673
```
Forces are in eV/Å.

The value obtained for the energy relative to the best compared isomer or geometry (same formula, charge and spin) is 62.0 kcal per mole. The HOMO energy is -13.033 eV. Its charge is +1.



[5]
The following is a DFT calculation (the ωB97M-V functional and the def2-TZVPD basis) of 2 unconnected molecules or ions with the total composition C3H11N2S at a distorted geometry.

XYZ file:
```
17
Properties=species:S:1:pos:R:3:forces:R:3:nbo_charge:R:1
C -1.35275 -0.62973 -1.57252 0.6 -1.7 -0.6 -0.7280
S -1.03478 -0.73209 0.24317 -2.0 1.3 -0.9 0.0629
C -2.27464 0.63952 0.65993 1.0 0.2 -0.6 -0.6899
H -2.32272 -0.18721 -1.78524 0.3 0.2 0.1 0.2442
H -0.52316 -0.18780 -2.13798 -0.4 0.4 0.3 0.2197
H -1.42420 -1.65760 -1.98166 0.0 0.4 0.4 0.2396
H -1.79029 1.60512 0.91927 -0.2 -1.0 1.0 0.2297
H -3.02607 0.15422 1.27405 0.2 0.7 0.5 0.2507
H -2.74846 0.98231 -0.25313 -0.2 -0.6 -0.3 0.2335
N 1.76307 0.65686 1.52518 0.5 0.0 -0.4 -0.7143
C 2.42208 -0.01860 0.59720 0.1 1.0 0.0 0.4028
N 2.00120 -0.81667 -0.35699 0.1 0.6 1.8 -0.7177
H 0.76588 0.67851 1.65563 -0.2 -0.4 -0.4 0.4370
H 2.25458 1.45518 1.90101 0.1 -0.3 0.4 0.4288
H 3.49437 0.18944 0.57382 -0.3 0.1 0.0 0.2165
H 1.01073 -1.14951 -0.28946 1.1 0.3 -0.8 0.4431
H 2.78515 -0.98196 -0.97228 -0.8 -1.1 -0.6 0.4415
```
Forces are in eV/Å.

The value obtained for the energy relative to the best compared isomer or geometry (same formula, charge and spin) is 26.3 kcal per mole. The HOMO energy is -12.840 eV. Its charge is +1.



[6]
The following is a DFT calculation (the ωB97M-V functional and the def2-TZVPD basis) of 2 unconnected molecules or ions with the total composition C3H11N2S.

XYZ file:
```
17
Properties=species:S:1:pos:R:3:forces:R:3:nbo_charge:R:1
C -2.61891 2.18166 -1.10346 -0.3 0.1 -0.1 0.0452
N -2.05168 1.48481 -0.20920 0.1 0.3 0.1 -0.6937
H -3.54326 1.83735 -1.56006 0.2 -0.3 -0.2 0.1832
H -2.25518 3.14906 -1.44507 -0.1 0.1 0.3 0.1829
H -1.30229 2.02749 0.21944 0.3 -0.1 -0.1 0.3620
C 0.00881 -1.33876 0.47234 0.1 -0.5 0.2 -0.2351
C 1.11624 -0.63852 -0.31517 -0.3 -0.5 0.0 -0.5734
S 2.52458 -0.20189 0.70713 0.4 0.3 0.2 0.0402
N -1.31263 -1.22009 -0.22145 -0.2 0.5 -0.1 -0.7071
H -0.14563 -0.96719 1.48491 0.1 0.4 -0.1 0.2328
H 0.21697 -2.40199 0.59715 0.1 0.0 -0.1 0.2310
H 0.69460 0.17259 -0.90992 0.3 0.2 0.1 0.2250
H 1.54468 -1.37203 -1.00080 -0.1 0.2 -0.2 0.2463
H 2.16672 1.03160 1.10495 -0.2 -0.2 -0.1 0.1318
H -2.01327 -1.75713 0.27887 -0.2 -0.2 -0.1 0.4365
H -1.31569 -1.50086 -1.20530 0.2 -0.2 0.2 0.4290
H -1.64108 -0.20990 -0.20112 -0.2 0.0 0.1 0.4636
```
Forces are in eV/Å.

The value obtained for the energy relative to the best compared isomer or geometry (same formula, charge and spin) is 30.0 kcal per mole. The HOMO energy is -12.887 eV. Its charge is +1.